DFT (ωB97M-V/def2-TZVPD) results for a molecular structure, C40H61As3FN4OPSe2SiTi.

Last column: Löwdin charge in e.
Geometry (Å):
Se 2.1279 -2.3259 -1.2912  0.308
Se 3.2863 2.6332 1.5444  0.328
As -3.4323 1.9671 -0.3354  1.132
As -4.6257 -2.5967 -3.6015  1.109
As -0.7873 1.1782 -2.1196  1.142
Ti 1.4170 1.1556 1.0718  0.601
P 2.8734 -0.4458 -0.5384  0.536
Si -1.2711 -2.7712 1.4133  0.394
F 2.3408 -0.7191 2.2672  -0.110
O 0.2353 0.8377 2.5268  -0.178
N 1.7320 1.2823 4.1711  0.172
N 0.2569 0.4810 7.2310  0.116
N -2.8009 -0.2820 4.3717  0.151
N -0.0160 -1.9333 2.1729  -0.026
C 0.5143 0.8394 3.7672  -0.461
C -3.0678 -2.5315 2.0498  -0.179
C 6.1289 -0.9279 1.9885  -0.100
C -1.0653 -4.6816 1.3000  -0.185
C 6.8168 -1.9779 1.4074  -0.113
C 3.9129 -0.3012 -3.1968  -0.152
C 2.7406 -2.9316 5.1291  -0.143
C -4.0110 0.3680 -1.3696  -0.343
C 2.0676 -1.6792 3.2347  -0.201
C 1.2097 5.3078 0.7663  -0.135
C 0.5615 -3.2751 4.1457  -0.048
C -3.6815 0.4209 -2.8624  -0.686
C 4.3976 1.5471 -1.7506  -0.117
C -4.0833 1.7939 -3.4215  -0.104
C -1.0103 4.9477 -0.2249  -0.115
C 0.6364 0.4018 -3.2261  -0.343
C -4.8772 -3.0748 -1.7031  -0.347
C -0.7968 2.8430 -3.1924  -0.321
C -1.2291 -2.0519 -0.3484  -0.228
C 6.3415 -2.5279 0.2291  -0.101
C 0.3444 4.2734 0.0529  -0.515
C -0.0334 0.4378 6.1121  -0.257
C -1.6890 0.0038 4.4974  -0.214
C 3.0233 -1.9625 4.1730  -0.041
C 0.1314 3.0048 0.8683  -0.264
C 4.6973 0.2627 -4.1847  -0.100
C 4.9679 -0.4444 1.4108  -0.141
C -2.7691 -3.2331 -3.8215  -0.348
C -0.3902 0.4151 4.7683  -0.203
C 5.3542 1.4584 -3.9509  -0.115
C -3.1444 1.1062 1.3958  -0.326
C 1.5036 -3.5666 5.1021  -0.135
C 5.1810 -2.0460 -0.3432  -0.143
C 0.8026 -2.3066 3.1396  -0.366
C -2.1954 0.1709 -3.1142  -0.347
C -5.2555 2.6912 0.0615  -0.322
C -4.5244 -0.5944 -3.6670  -0.391
C 5.1884 2.1053 -2.7364  -0.095
C 4.4636 -1.0119 0.2495  -0.396
C 3.7727 0.3231 -1.9645  -0.428
H 1.2765 -4.3175 5.8494  0.086
H 0.1854 3.3087 -3.1032  0.016
H 2.3347 1.7429 3.4891  -0.058
H -4.2952 -0.4239 -4.7298  0.054
H 7.7145 -2.3702 1.8687  0.088
H 4.2665 2.0608 -0.8089  -0.006
H -2.1990 -3.1900 -2.8971  0.000
H -2.2216 0.5224 1.3835  0.007
H -2.2597 -2.6508 -4.5883  0.013
H -3.6684 -2.0096 1.3113  -0.012
H 4.4631 0.3818 1.8862  -0.012
H -5.0800 -4.1452 -1.6431  0.010
H 0.0412 3.2740 1.9309  0.059
H 5.6848 3.0472 -2.5488  0.094
H 5.9881 1.8883 -4.7169  0.087
H -2.7945 -4.2742 -4.1531  0.005
H -3.9992 -2.8734 -1.0999  -0.018
H 2.2063 4.9270 0.9579  -0.035
H 3.4699 -3.1817 5.8854  0.075
H -3.5186 2.5866 -2.9303  0.025
H -0.9785 2.6243 -4.2455  0.021
H 4.8131 -2.5073 -1.2484  0.045
H -1.4393 -5.1662 2.1974  0.002
H -2.1775 -2.1692 -0.8587  -0.035
H 3.9693 -1.4398 4.1482  0.102
H -5.0914 0.2396 -1.2371  0.076
H -1.9896 0.3042 -4.1836  0.077
H -0.4016 -3.7611 4.1449  0.094
H 0.4189 0.4949 -4.2915  0.028
H 1.5701 0.9271 -3.0208  0.004
H -1.4809 5.2329 0.7170  0.078
H 0.7732 -0.6517 -2.9908  -0.046
H -3.9676 0.4449 1.6629  0.022
H 0.7588 5.5786 1.7209  0.078
H 3.3900 -1.2282 -3.3880  0.039
H -5.7287 -2.5399 -1.2871  0.013
H -3.8949 1.8422 -4.4940  0.081
H -0.9876 -0.9853 -0.3128  -0.025
H 6.4901 -0.4724 2.9004  0.096
H -1.9748 -0.8707 -2.8725  0.042
H -1.5447 3.5514 -2.8434  -0.009
H -1.6841 4.2706 -0.7505  -0.002
H -3.0476 1.8588 2.1817  0.030
H -0.4622 -2.5442 -0.9377  -0.075
H 1.9596 1.3441 5.1492  0.102
H 4.8032 -0.2399 -5.1378  0.093
H 1.2966 6.2116 0.1634  0.067
H -3.0780 -1.9321 2.9534  -0.037
H -3.5605 -3.4769 2.2614  0.007
H -0.8753 5.8499 -0.8242  0.068
H -0.0189 -4.9516 1.1994  0.015
H 6.8759 -3.3396 -0.2486  0.092
H -0.7875 2.4998 0.5404  -0.037
H -1.5969 -5.1019 0.4498  0.005
H -5.1459 1.9749 -3.2521  0.078
H -3.5162 -0.4914 -0.9193  0.044
H -5.1542 3.5018 0.7841  0.006
H -5.9122 1.9309 0.4823  0.013
H -5.5788 -0.2993 -3.5555  0.054
H 0.8075 4.0253 -0.9152  0.109
H -5.7163 3.1004 -0.8399  0.000

Calculated values
- E_HOMO (spin up / spin down): -1.53 / -1.53 eV
- Energy above the lowest of the compared OMol25 structures with the same formula, charge and spin: 375.3 kJ/mol
- LUMO level (spin up / spin down): 3.96 / 3.96 eV
- Total charge: -2



DFT (ωB97M-V/def2-TZVPD) results for a molecular structure, CIN4S.

Last column: Löwdin charge in e.
Geometry (Å):
I -3.2954 -0.0782 0.0018  0.483
S 0.3771 -2.7314 -0.0336  0.406
N 0.6278 1.1823 -0.0232  -0.138
N -1.1651 -0.0142 0.1416  -0.545
N -0.6484 1.1660 0.0637  -0.250
N 1.1794 -0.0635 -0.0447  -0.081
C 0.4641 -1.0865 -0.0433  -0.875

Calculated values
- E_HOMO: -3.89 eV
- Energy above the lowest of the compared OMol25 structures with the same formula, charge and spin: 119.2 kJ/mol
- LUMO level: 2.53 eV
- Total charge: -1



DFT (ωB97M-V/def2-TZVPD) results for a single C4H7NO molecule.

Last column: Löwdin charge in e.
Geometry (Å):
O 1.9884 0.8890 0.1730  -0.071
N -0.4097 0.7912 -1.2024  0.196
C -2.0420 0.6652 0.7719  -0.041
C 1.1554 -1.2267 -0.4682  -0.046
C -0.8729 0.4977 -0.0511  -0.252
C 0.6371 0.1706 -0.2759  -0.307
H 2.2299 -1.1426 -0.8605  0.107
H -3.0487 0.7927 0.2806  0.104
H -1.9507 1.4963 1.3810  0.050
H 0.6951 -1.7904 -1.1815  0.042
H 2.5702 0.7972 -0.5453  0.020
H 1.1340 -1.6533 0.4882  0.065
H -2.0861 -0.2868 1.4904  0.133

Calculated values
- E_HOMO: -9.56 eV
- Energy above the lowest of the compared OMol25 structures with the same formula, charge and spin: 387.1 kJ/mol
- LUMO level: 0.87 eV
- Structure (SMILES): CC1=N[C@@]1(C)O
- Total charge: 0